DFT (wB97M-V/def2-TZVPD) results for C4H7N in the gas phase at a distorted geometry.

Positions of all 12 atoms, in Å:
C: 0.369525 -1.450817 -1.958380
C: 0.097279 -0.296064 -1.330462
C: 0.092002 -0.049685 0.129079
C: -0.447404 0.954303 0.836388
N: -0.317089 1.096613 2.211687
H: -0.130001 -1.685435 -2.897007
H: 0.990696 -2.171056 -1.411823
H: -0.228213 0.461147 -2.050900
H: 0.844245 -0.663648 0.644967
H: -0.737081 1.933112 0.367760
H: -0.934957 1.415715 2.931158
H: 0.400997 0.455814 2.527531

Force components x, y, z for each atom (eV/Å):
0.319 0.002 1.381
-0.766 0.570 -0.633
1.870 0.028 -0.565
-0.349 2.165 -0.478
1.990 -1.139 -0.163
0.960 0.180 -0.161
-0.756 -0.378 -0.341
-0.765 0.198 0.748
-0.867 -0.486 0.231
-0.696 -1.443 -0.032
-0.518 0.214 -0.603
-0.421 0.089 0.616

Results
Maximum force ... 2.30 eV/Å
Kohn-Sham gap ... 9.0 eV
Structure (SMILES) ... C=C/C=C/N
E_LUMO ... 1.220 eV
Energy above the lowest of the compared OMol25 structures with the same formula, charge and spin ... 45.83 kcal/mol



DFT (wB97M-V/def2-TZVPD) results for 12 unconnected molecules or ions with the total composition C29H78BrIN3O15 at a distorted geometry.

Positions of all 127 atoms, in Å:
C: -1.056823 4.870579 0.157064
C: -0.245718 4.115651 -0.880269
N: 0.456132 2.784526 -0.535687
C: 1.423610 2.522341 -1.659713
C: 2.123351 1.044691 -1.319743
Br: 3.445058 1.409208 0.137701
N: 1.184888 -0.079042 -1.131893
C: 1.750467 -1.451101 -1.084280
O: 3.205307 -1.574323 -1.362145
O: 3.286411 -1.727392 -2.674947
C: -0.064555 0.173811 -0.357264
C: 0.368334 0.128521 1.258847
C: -0.702424 -0.542382 2.273562
C: -1.918393 0.489354 2.782782
C: -3.393529 0.102969 2.177873
C: -3.985456 1.462735 1.463935
C: -5.631209 1.423998 1.663021
O: -6.336569 2.516611 0.974651
C: -6.305208 2.240882 -0.493580
C: -1.172464 -0.971144 -0.695457
C: -1.406990 -1.397711 -2.242244
O: -0.699682 -1.051307 -3.320107
N: -2.644208 -2.273833 -2.536740
C: -3.827782 -1.333874 -2.626888
C: -2.854341 -3.312509 -1.459788
C: -0.632765 1.740288 -0.510232
I: -1.981959 2.142998 -2.146129
H: -1.810163 5.694606 -0.251868
H: -1.017102 4.655775 1.307575
H: -0.173684 4.622781 -1.932410
H: 0.938898 2.959744 0.371297
H: 2.299652 3.323392 -1.545996
H: 0.986858 2.591309 -2.739992
H: 2.775178 0.816629 -2.295080
H: 1.590181 -2.010209 -0.041311
H: 1.235181 -2.176403 -1.881213
H: 4.022391 -2.387895 -2.895364
H: 0.539626 1.245777 1.647904
H: 1.405267 -0.402902 1.440572
H: -1.131382 -1.591080 1.989057
H: -0.091660 -0.743909 3.284020
H: -1.617436 1.633896 2.624744
H: -2.016210 0.378823 3.968005
H: -4.122469 -0.120794 3.096652
H: -3.423312 -0.857111 1.510352
H: -3.577620 2.405602 2.062531
H: -3.695307 1.592198 0.337929
H: -5.829891 1.520199 2.816905
H: -5.965984 0.338608 1.316802
H: -5.716727 1.240911 -0.734707
H: -7.373206 2.114555 -0.961932
H: -5.694232 3.139133 -0.977030
H: -0.817451 -1.959704 -0.126620
H: -2.216279 -0.572878 -0.279566
H: -3.994809 -0.902039 -1.533423
H: -4.748706 -1.999902 -2.991740
H: -3.537609 -0.497415 -3.404621
H: -1.891422 -3.886220 -1.124389
H: -3.310555 -2.766932 -0.502532
H: -3.650323 -4.109643 -1.791868
H: -1.238177 1.927987 0.501642
C: 0.672285 6.658585 3.084686
O: 0.489153 5.310200 3.475489
H: 1.408434 6.697963 2.278518
H: -0.276449 7.067999 2.729248
H: 1.036016 7.239414 3.935913
H: -0.168674 5.306909 4.191499
C: 7.349163 -3.375681 -2.564858
O: 6.748655 -4.257807 -1.634453
H: 8.034399 -3.941816 -3.199929
H: 6.575400 -2.917108 -3.185386
H: 7.906573 -2.603535 -2.028823
H: 6.146575 -3.727461 -1.085227
C: -2.483587 -6.990507 -3.379323
O: -3.005098 -5.684759 -3.545025
H: -3.269232 -7.639537 -2.985758
H: -2.146467 -7.374538 -4.345203
H: -1.648997 -6.963753 -2.674344
H: -2.285855 -5.131958 -3.895050
C: 1.990304 5.975006 -3.905074
O: 1.642494 6.351314 -2.585291
H: 1.265883 5.242384 -4.268187
H: 1.971454 6.854860 -4.552805
H: 2.988081 5.529261 -3.906859
H: 2.302548 7.001366 -2.290031
C: -5.746433 -3.138265 2.301754
O: -5.357131 -2.064191 3.137946
H: -5.031015 -3.226836 1.480958
H: -5.752895 -4.066415 2.878424
H: -6.741689 -2.942417 1.895111
H: -6.010073 -2.010039 3.856383
C: 1.462060 6.656326 7.085745
O: 0.540534 7.661826 6.706051
H: 2.472623 6.988320 6.836917
H: 1.392071 6.484437 8.162596
H: 1.240128 5.733858 6.543481
H: -0.346652 7.339157 6.938862
C: -8.121851 1.664687 5.277015
O: -7.606233 0.394218 5.629800
H: -9.101681 1.792271 5.742877
H: -7.446175 2.445374 5.634846
H: -8.226222 1.727809 4.191026
H: -6.737074 0.309669 5.202212
C: 5.733585 -5.439430 -4.692205
O: 4.812059 -4.433930 -5.071899
H: 6.744148 -5.107436 -4.941033
H: 5.663596 -5.611318 -3.615353
H: 5.511653 -6.361897 -5.234468
H: 3.924872 -4.756599 -4.839088
C: 0.861829 -7.662706 -4.496744
O: 0.514019 -7.286397 -3.176961
H: 0.137408 -8.395328 -4.859857
H: 0.842979 -6.782852 -5.144474
H: 1.859606 -8.108451 -4.498529
H: 1.174073 -6.636346 -2.881701
C: 4.233585 4.766122 3.350715
O: 3.312059 5.771623 2.971021
H: 5.244148 5.098116 3.101887
H: 4.163596 4.594234 4.427566
H: 4.011653 3.843655 2.808451
H: 2.424872 5.448953 3.203832
C: 10.533585 -4.819002 -0.908789
O: 9.612059 -3.813501 -1.288483
H: 11.544148 -4.487007 -1.157617
H: 10.463596 -4.990890 0.168062
H: 10.311653 -5.741469 -1.451053
H: 8.724872 -4.136171 -1.055672

Force components x, y, z for each atom (eV/Å):
2.332 -2.315 -3.232
-3.485 4.671 3.873
-1.196 2.463 -2.023
3.092 -1.059 0.248
-0.475 -0.048 -3.284
-0.298 -0.041 0.016
0.844 1.950 -0.359
-0.135 -3.068 0.195
-2.621 0.929 4.647
1.602 -1.149 -5.495
0.868 0.083 1.349
-0.224 0.021 0.945
0.344 0.696 2.240
0.118 -1.008 0.727
-0.402 1.573 0.860
-0.870 0.005 0.729
1.028 -0.463 0.297
0.921 -2.583 -1.217
0.801 0.150 -0.525
0.081 0.097 0.113
1.650 0.798 -5.414
-3.866 -1.663 6.973
1.750 1.043 1.655
-0.026 -0.485 -0.106
-1.186 -0.069 1.322
-0.951 -1.966 2.209
0.038 -0.766 0.110
2.180 -1.747 0.975
-0.165 0.167 -2.423
0.192 -1.716 2.122
-0.100 -0.698 -0.583
-2.044 -1.749 -0.350
0.272 -0.323 2.379
-1.250 0.348 2.452
0.461 1.635 -1.880
0.987 1.915 1.521
-1.302 1.076 0.914
-0.325 -2.375 -0.781
-2.135 1.023 -0.799
0.771 2.112 0.219
-1.147 0.338 -2.335
-0.652 -2.500 0.064
0.394 0.201 -2.621
1.729 0.378 -2.180
0.202 1.898 1.145
-0.846 -1.937 -1.321
-0.538 -0.359 2.016
0.228 -0.061 -2.291
0.327 2.286 0.622
-1.161 2.022 0.573
1.987 0.543 1.150
-1.532 -1.925 0.777
-1.078 2.231 -1.175
2.207 -1.198 -0.761
-0.202 -0.522 -2.198
1.950 1.768 0.872
-0.890 -1.699 1.631
-1.681 1.209 -0.962
0.906 -1.169 -1.551
1.725 1.649 0.381
1.139 -0.353 -2.423
-0.369 0.928 -0.108
-0.452 -0.797 0.267
-0.273 0.014 0.131
0.075 0.189 -0.023
-0.025 0.161 -0.187
0.490 -0.100 -0.294
-0.310 0.726 -0.543
-0.445 -0.191 0.680
-0.187 0.143 0.220
0.074 0.065 -0.194
-0.031 0.060 -0.410
0.363 -0.381 -0.177
0.156 -0.078 0.225
0.055 0.638 -0.225
0.000 0.182 -0.125
0.061 -0.230 0.110
-0.139 -0.307 -0.177
-0.481 -0.199 0.170
0.252 0.178 -0.096
0.112 0.170 0.531
0.030 0.112 0.079
0.033 -0.209 -0.208
-0.012 -0.053 -0.276
-0.455 -0.332 -0.039
-0.257 -0.130 0.109
-0.217 0.296 0.546
-0.037 0.080 0.141
-0.046 -0.122 -0.243
0.024 -0.224 -0.150
0.348 -0.043 -0.345
-0.095 -0.073 0.143
-0.622 0.038 -0.172
-0.216 0.022 -0.001
0.210 -0.178 -0.023
0.238 -0.192 0.082
0.484 0.342 -0.076
0.120 0.095 -0.151
0.528 -0.462 -0.109
0.197 -0.120 -0.044
-0.166 0.203 -0.062
-0.131 0.254 0.001
-0.501 0.032 0.319
-0.051 -0.343 0.149
-0.725 0.371 0.135
-0.243 0.008 -0.014
0.260 -0.156 -0.023
0.216 -0.089 0.059
0.492 0.227 -0.263
0.202 0.072 -0.064
0.415 0.458 0.490
0.098 0.133 0.148
0.034 -0.133 -0.249
-0.035 -0.079 -0.260
-0.385 -0.443 -0.074
-0.133 0.036 0.042
-0.221 -0.076 -0.073
-0.192 -0.005 0.022
0.200 -0.180 0.002
0.211 -0.179 0.086
0.608 -0.037 0.075
-0.122 -0.014 0.102
-0.013 -0.054 0.257
-0.194 0.006 0.019
0.218 -0.191 0.000
0.201 -0.137 0.097
0.437 0.030 0.008

Results
Maximum force ... 8.14 eV/Å
Charge ... +1
Kohn-Sham gap ... 8.4 eV
E_LUMO ... -3.004 eV



DFT (wB97M-V/def2-TZVPD) results for 2 unconnected molecules or ions with the total composition H2NO3S2 at a distorted geometry.

Positions of all 8 atoms, in Å:
N: -0.468061 0.433632 0.481118
O: 1.498366 1.551095 -1.340001
O: 3.019093 1.854689 0.471884
O: 0.659347 1.091009 0.964449
S: 2.954014 -1.828128 0.109314
S: 2.061346 0.937185 -0.110025
H: -0.519449 0.608737 -0.471003
H: -0.311771 -0.484601 0.625864

Force components x, y, z for each atom (eV/Å):
-0.737 2.979 1.523
0.010 -1.257 0.206
0.409 -0.319 0.974
1.186 0.413 0.337
-0.136 0.172 -0.029
-1.144 1.488 -1.107
-0.128 0.504 -2.378
0.540 -3.980 0.473

Results
Maximum force ... 4.04 eV/Å
Charge ... -1
Kohn-Sham gap (spin up / spin down) ... 7.8 / 6.5 eV
E_LUMO (spin up / spin down) ... 3.541 / 1.858 eV
Spin multiplicity ... 3
Energy above the lowest of the compared OMol25 structures with the same formula, charge and spin ... 52.42 kcal/mol



DFT (wB97M-V/def2-TZVPD) results for 2 unconnected molecules or ions with the total composition C2HNO4 at a distorted geometry.

Positions of all 8 atoms, in Å:
O: 1.473804 0.192602 -2.330317
C: 1.386190 -0.142122 -1.243465
N: 1.415626 -0.771619 -0.254307
O: 0.910960 -0.438565 1.037400
H: 1.671474 -0.802840 1.640154
O: 0.733768 2.550909 1.302879
C: 1.782361 2.474735 0.863207
O: 2.821463 2.354132 0.397763

Force components x, y, z for each atom (eV/Å):
0.009 1.417 -2.637
-0.136 0.759 -1.348
-0.188 -2.176 5.090
2.500 -0.986 0.462
-2.126 0.908 -1.601
-1.883 0.434 0.901
0.142 -0.281 -0.224
1.682 -0.075 -0.644

Results
Maximum force ... 5.54 eV/Å
Kohn-Sham gap ... 10.5 eV
Structure (SMILES) ... O=C=NO.O=C=O
E_LUMO ... -0.010 eV
Energy above the lowest of the compared OMol25 structures with the same formula, charge and spin ... 23.40 kcal/mol



What is the formula in the third record?
H2NO3S2



The lowest maximum force belongs to which entry?
C4H7N